Entry from OMol25: a 8-piece molecular cluster, C28H59BClFN3O7 overall (ωB97M-V/def2-TZVPD).

Structure (XYZ):
```
100
Properties=species:S:1:pos:R:3:forces:R:3
C 0.467916 2.710949 -3.835624 0.0 0.3 -0.3
C 1.610774 3.398987 -3.090148 -0.4 0.3 0.1
F 2.766900 3.319686 -3.955378 -0.1 0.0 0.1
B 1.871094 2.811013 -1.617243 0.2 -0.6 0.0
Cl 3.317817 3.869649 -0.782801 -0.1 0.1 0.1
C 2.307945 1.230604 -1.574312 0.2 0.3 0.5
C 1.796278 0.477605 -0.324169 0.5 -0.2 -0.3
C 2.793113 0.452151 0.846186 -0.3 -0.1 -0.1
C 2.241587 -0.437671 1.976943 0.2 -0.2 -0.4
N 2.641506 -0.027962 3.328595 -0.5 0.0 0.2
C 1.674540 0.280393 4.280191 0.2 -0.3 -0.5
N 0.428597 0.116950 4.049354 0.0 0.2 0.4
N 2.209620 0.807847 5.468008 0.0 -0.5 0.1
H 0.135210 3.331672 -4.685027 0.0 -0.1 0.1
H -0.396777 2.577824 -3.176607 0.2 0.0 0.0
H 0.778154 1.743016 -4.241458 0.0 0.1 0.2
H 1.379846 4.471803 -3.013448 0.2 -0.2 -0.1
H 0.881359 2.995038 -0.933505 0.0 0.1 -0.1
H 3.411246 1.193242 -1.552654 -0.2 -0.2 -0.3
H 1.964154 0.696371 -2.471246 0.1 0.1 0.0
H 0.859040 0.924549 0.030661 0.1 -0.2 -0.1
H 1.602642 -0.575810 -0.589831 -0.2 0.2 0.2
H 2.990122 1.462396 1.220904 0.0 -0.1 -0.1
H 3.733068 0.023049 0.463801 0.0 0.3 0.2
H 1.153836 -0.496897 1.899673 0.1 0.1 0.2
H 2.609683 -1.461057 1.807569 -0.2 0.1 0.0
H 3.381288 -0.588670 3.719442 0.3 0.2 0.0
H -0.106889 0.450104 4.850875 0.0 0.1 -0.1
H 1.762412 0.417259 6.285503 -0.1 0.2 0.0
H 3.208520 0.683390 5.538673 0.1 0.2 -0.1
C -2.774454 5.739387 -0.827292 0.0 0.0 -0.1
C -1.316325 5.427551 -0.550129 0.0 0.0 0.3
O -0.570258 5.054829 -1.413337 -0.1 0.2 -0.3
C -0.836337 5.593675 0.875857 0.1 0.0 -0.1
H -2.983647 5.573734 -1.881936 0.0 0.0 0.0
H -3.419672 5.101233 -0.220009 0.0 0.0 0.0
H -2.992793 6.777288 -0.566733 0.0 0.0 0.0
H -1.408732 4.946973 1.544376 0.0 0.0 0.0
H -0.976695 6.625346 1.207030 0.0 0.0 0.0
H 0.217228 5.327031 0.923299 0.0 0.0 0.0
C 3.830390 -1.014773 -6.362166 -0.1 0.0 0.1
C 2.958692 0.160335 -5.963037 0.3 0.1 0.0
O 1.899275 -0.003481 -5.413996 -0.2 -0.2 -0.1
C 3.492866 1.533200 -6.282310 -0.2 0.0 0.0
H 3.343736 -1.944655 -6.077572 0.0 0.0 0.0
H 4.004252 -1.004101 -7.440240 0.0 0.0 0.0
H 4.800246 -0.943259 -5.866806 0.0 0.0 0.0
H 3.659716 1.622443 -7.359138 0.1 0.0 0.0
H 4.447786 1.686421 -5.776609 0.0 0.0 0.0
H 2.797665 2.292410 -5.932504 0.1 0.0 0.0
C -2.667255 2.685574 -7.259958 0.0 0.0 0.1
C -2.300055 4.048575 -6.720131 0.1 0.0 0.0
O -2.595935 4.387317 -5.602240 -0.1 0.1 0.0
C -1.540208 4.968073 -7.648884 0.0 0.0 0.1
H -3.192742 2.123485 -6.492269 0.0 0.0 0.0
H -3.302242 2.787531 -8.142608 0.0 0.0 0.0
H -1.765490 2.143426 -7.549679 0.0 0.0 0.0
H -2.128163 5.167497 -8.547301 0.0 0.0 0.0
H -0.602828 4.499556 -7.953625 0.0 0.0 0.0
H -1.325953 5.901849 -7.135469 0.0 0.0 0.0
C -4.032896 -2.639335 6.129499 0.0 0.1 0.1
C -2.707787 -1.930765 5.968722 0.0 -0.1 -0.1
O -2.344397 -1.082239 6.751864 0.0 0.0 0.1
C -1.874938 -2.346078 4.787019 0.1 0.1 0.2
H -4.547573 -2.265009 7.011653 0.0 0.0 0.0
H -4.649097 -2.478996 5.243458 0.0 0.0 0.0
H -3.870794 -3.714821 6.216669 0.0 0.0 -0.1
H -2.426962 -2.179836 3.861496 0.0 -0.2 0.1
H -1.653149 -3.412075 4.853951 -0.1 0.0 -0.1
H -0.952259 -1.774786 4.756707 0.0 0.1 -0.1
C -2.316839 -0.347172 1.887084 0.1 0.0 0.0
C -1.913819 -0.810414 0.505712 -0.1 0.2 0.1
O -0.788283 -1.167400 0.266600 0.0 -0.3 0.0
C -2.982208 -0.787154 -0.564587 0.1 0.0 0.0
H -1.459285 -0.402137 2.557201 0.0 0.1 0.0
H -2.679875 0.681639 1.842783 0.0 0.0 0.0
H -3.131601 -0.970279 2.266911 -0.1 0.1 -0.1
H -3.363781 0.227792 -0.688837 0.0 0.0 0.0
H -3.818687 -1.427078 -0.274816 0.0 0.0 0.0
H -2.561220 -1.131624 -1.505919 0.0 0.0 0.0
C -1.762959 -5.089633 1.507265 0.0 0.1 0.1
C -2.510875 -5.732887 2.646280 0.1 0.0 -0.1
O -3.125205 -5.078210 3.457938 -0.1 0.0 0.1
C -2.451626 -7.239771 2.724414 0.0 0.0 0.1
H -1.873776 -4.008418 1.552042 0.0 0.0 0.0
H -0.703507 -5.348540 1.564473 0.0 0.0 0.0
H -2.147303 -5.455994 0.553260 0.0 0.0 0.0
H -1.412771 -7.562260 2.814613 0.0 0.0 0.0
H -2.856368 -7.677164 1.809997 0.0 0.0 0.0
H -3.022998 -7.588560 3.581372 0.0 0.0 0.0
C 3.244489 -3.994155 3.357216 -0.1 -0.2 -0.1
C 2.139028 -4.848425 3.928278 0.0 0.0 0.1
O 1.687214 -5.805346 3.341767 0.0 0.0 0.0
C 1.620629 -4.433003 5.284207 -0.1 -0.1 0.0
H 3.535066 -4.361978 2.376303 0.0 0.0 0.0
H 2.883819 -2.968421 3.266664 0.1 0.0 0.0
H 4.110986 -4.002992 4.021276 0.0 0.1 0.0
H 1.236396 -3.411687 5.234552 0.0 0.0 0.0
H 2.430738 -4.450039 6.015862 0.0 0.0 0.0
H 0.827801 -5.106702 5.601540 0.0 0.0 0.0
```
Positions in Å, forces in eV/Å.

Properties
- charge = -1
- maximum force (eV/Å) = 0.69
- E_HOMO (eV) = -4.7
- frontier orbital gap (eV) = 6.75
- spin multiplicity = 1